Below is a structure of composition C15H31NO2OsP2 at a distorted geometry, with properties calculated with ωB97M-V/def2-TZVPD.

Element x y z (Å)
P -1.337 -0.732 -1.766
P -1.133 -1.259 1.606
C -2.270 -2.098 -0.887
C -2.595 -1.831 0.589
H -1.660 -3.010 -0.997
H -3.199 -2.229 -1.464
H -3.387 -1.072 0.694
H -2.946 -2.755 1.074
C -0.351 -2.912 1.789
H 0.524 -2.815 2.444
H -0.011 -3.298 0.820
H -1.064 -3.620 2.227
C -1.888 -1.090 3.258
H -2.307 -2.059 3.567
H -2.677 -0.323 3.249
H -1.103 -0.782 3.967
C -1.350 -1.344 -3.487
H -0.910 -0.569 -4.134
H -2.388 -1.544 -3.799
H -0.747 -2.260 -3.570
C -2.768 0.416 -1.838
H -3.097 0.704 -0.832
H -3.598 -0.069 -2.362
H -2.468 1.320 -2.379
Os 2.371 1.957 0.151
C 1.008 1.295 1.860
C 1.756 0.182 1.406
C 1.636 -0.830 0.310
C 1.778 -0.494 -1.206
C 1.574 0.933 -1.579
C 0.558 1.797 -1.064
C -0.520 1.453 -0.078
C -0.286 1.858 1.382
C 2.901 3.710 -0.559
H 1.275 1.637 2.867
H 2.464 -0.173 2.168
H 0.674 -1.357 0.377
H 2.389 -1.612 0.512
H 2.771 -0.829 -1.549
H 1.052 -1.129 -1.759
H 2.009 1.238 -2.543
H 0.338 2.666 -1.697
H -0.632 0.340 -0.043
H -1.468 1.898 -0.407
H -0.284 2.965 1.447
H -1.134 1.532 2.014
H 3.068 4.398 0.285
H 2.219 4.160 -1.291
H 3.874 3.533 -1.047
O 4.480 0.910 -0.221
N 4.878 1.256 0.926
O 3.979 1.939 1.570

Force components x, y, z for each atom (eV/Å):
P -3.8 -1.5 -0.8
P -1.3 -1.5 0.3
C 1.0 -0.5 0.9
C -0.1 0.4 0.0
H -0.3 0.2 0.1
H 0.3 0.1 -0.1
H 0.2 -0.3 -0.1
H -0.1 0.2 -0.3
C 0.2 0.1 0.1
H -0.1 -0.2 -0.1
H 0.0 0.0 0.2
H 0.2 0.1 0.0
C -0.1 0.1 0.2
H 0.1 0.4 0.0
H 0.2 -0.2 0.1
H -0.3 -0.1 -0.1
C 1.0 0.1 -0.2
H -0.2 -0.3 0.0
H 0.3 0.1 0.3
H -0.2 0.3 -0.1
C 0.5 0.9 0.2
H 0.1 -0.1 -0.3
H 0.3 0.0 0.0
H -0.3 -0.1 0.0
Os 2.5 -0.2 -0.5
C 0.3 -1.4 0.3
C -1.0 -0.2 1.9
C 0.1 -1.3 -1.0
C 0.5 -0.6 0.1
C -0.8 1.0 -0.2
C 0.5 0.1 -0.1
C -0.9 -0.4 0.2
C -0.3 0.6 -1.0
C 0.4 1.6 -0.6
H 0.4 0.0 -0.4
H 0.0 0.6 -0.4
H 0.5 0.5 0.2
H -0.2 0.4 0.0
H -0.4 0.3 0.1
H 0.4 0.2 0.1
H 0.0 0.0 0.6
H 0.3 -0.1 0.4
H 0.0 1.2 0.1
H 0.4 -0.2 0.1
H 0.1 -0.4 0.1
H 0.5 0.0 -0.1
H -0.1 -0.1 -0.2
H 0.1 0.0 0.2
H 0.0 0.0 0.0
O -0.2 0.7 1.8
N -1.0 0.2 -0.8
O 0.3 -0.4 -1.1

Properties
HOMO level (spin up / spin down): -15.09 / -14.77 eV
energy above the lowest of the compared OMol25 structures with the same formula, charge and spin: 0.0 kcal per mole
maximum force: 4.11 eV Å⁻¹
spin multiplicity: 5
net charge: +2

Mulliken atomic charge list, values in e, 6 entries: atom 1 (P): 1.4026, atom 2 (P): 1.2030, atom 3 (C): -1.2000, atom 4 (C): -1.2282, atom 5 (H): 0.4119, atom 6 (H): 0.6864